# C5H9NO

One molecule with the formula C5H9NO (wB97M-V/def2-TZVPD, the OMol25 dataset).

Computed properties:
E_HOMO: -9.44 eV
charge: 0
orbital gap: 10.529 eV

Last column: Löwdin charge in e.
Positions of all 16 atoms, in Å:
C  -1.59  -1.20  -0.03  -0.07
C  -0.57  -0.28  -0.68  -0.30
C  -0.73  1.25  -0.40  -0.13
C  0.64  1.29  0.32  -0.09
C  0.78  -0.18  0.00  -0.30
N  1.67  -1.07  0.17  0.05
O  2.77  -0.52  0.84  -0.07
H  -2.57  -1.10  -0.51  0.08
H  -1.70  -0.95  1.04  0.08
H  -1.27  -2.24  -0.09  0.08
H  -0.48  -0.51  -1.75  0.14
H  -0.78  1.87  -1.30  0.10
H  -1.59  1.49  0.23  0.11
H  0.61  1.49  1.40  0.12
H  1.41  1.92  -0.12  0.11
H  3.38  -1.27  0.89  0.09